*i*
Here is a 2-piece molecular cluster, CH4IN2 overall from the Open Molecules 2025 dataset. Energies are from ωB97M-V/def2-TZVPD.

## Properties
E_HOMO, Ha: -0.5392
Molar mass, Da: 170.96
Orbital gap, eV: 8.81

```
! wB97M-V def2-TZVPD RIJCOSX def2/J DEFGRID3
* xyz 1 1
C -0.441 -0.283 0.075
N -0.249 0.398 -1.021
N 0.325 -0.278 1.127
I 1.568 1.286 -1.633
H -1.701 -0.990 0.247
H -1.117 0.453 -1.570
H 0.609 -1.084 1.739
H 1.006 0.500 1.036
*
```


*ii*
Here is a 2-piece molecular cluster, CH4IN2 overall from the Open Molecules 2025 dataset. Energies are from ωB97M-V/def2-TZVPD.

## Properties
E_HOMO, Ha: -0.5415
Molar mass, Da: 170.96
Orbital gap, eV: 7.81

```
! wB97M-V def2-TZVPD RIJCOSX def2/J DEFGRID3
* xyz 1 1
C 0.278 -0.066 -0.020
N 1.500 -0.064 -0.443
N -0.651 0.844 -0.031
I 2.616 1.776 -0.940
H -0.446 -1.574 0.977
H 1.945 -0.928 -0.152
H -1.590 0.900 0.509
H -0.349 1.671 -0.391
*
```


The energy of each structure relative to the most stable one, in eV, is as follows: *i* 0.000; *ii* 2.515.